Record 1
{
  "formula": "C11H20O2S",
  "method": "wB97M-V/def2-TZVPD",
  "smiles": "CC(C)=C(C(C)C)C1(S(C)(=O)=O)CC1",
  "charge": 0,
  "e_above_lowest_kj_mol": 114.6,
  "elements": ["S", "O", "O", "C", "C", "C", "C", "C", "C", "C", "C", "C", "C", "C", "H", "H", "H", "H", "H", "H", "H", "H", "H", "H", "H", "H", "H", "H", "H", "H", "H", "H", "H", "H"],
  "coordinates": [[-2.152, -0.015, -0.068], [-2.593, 0.684, 1.098], [-3.168, -0.193, -1.056], [0.436, 0.309, 2.466], [1.138, -1.571, -1.827], [-0.722, 0.663, -0.857], [2.169, -1.683, 0.342], [0.926, 0.902, 1.163], [-0.972, 0.835, -2.399], [0.591, 2.377, 1.062], [0.477, 0.155, -0.144], [-1.719, -1.695, 0.519], [1.189, -0.967, -0.398], [-1.069, 1.963, -1.458], [-0.656, -0.049, 2.306], [3.146, -1.284, 0.416], [1.805, -1.840, 1.379], [-1.495, -2.145, 1.543], [0.237, -1.513, -2.364], [2.069, 0.673, 1.172], [0.446, 1.125, 3.259], [1.970, -2.663, -0.076], [-2.065, 2.248, -1.071], [-1.853, 0.270, -2.754], [-1.001, -2.069, 0.131], [1.514, -2.593, -1.735], [1.058, -0.375, 2.761], [1.010, 2.840, 1.916], [1.845, -1.151, -2.514], [-2.550, -2.439, 0.238], [0.008, 0.775, -2.936], [-0.365, 2.859, -1.384], [-0.543, 2.578, 1.071], [0.887, 2.989, 0.198]],
  "forces_ev_per_angstrom": [[-1.3, -2.1, 1.6], [0.6, 1.1, 0.7], [-0.4, -0.2, -1.1], [-5.4, 4.5, -1.0], [0.6, -0.6, 1.1], [0.7, -1.5, -0.6], [-1.3, -1.6, 3.2], [1.5, -0.6, -1.8], [1.4, -1.0, 0.4], [-1.8, 0.8, -0.5], [1.9, -0.1, 2.0], [-9.2, 0.9, 4.9], [-2.3, 2.6, -4.7], [-0.5, 2.6, 1.1], [1.9, 0.5, 0.9], [1.2, 0.0, -0.4], [0.4, 0.4, -0.2], [-0.6, 2.3, -0.2], [-1.5, -0.2, -0.3], [-1.6, 1.2, -0.1], [-0.2, -1.0, -0.8], [1.7, -0.5, 0.3], [0.3, 0.2, -0.8], [0.7, 0.8, 0.0], [9.2, -4.0, -6.0], [-0.7, -0.2, -0.4], [3.1, -4.3, 1.8], [0.3, 0.8, 1.0], [0.8, 0.8, -0.1], [0.6, 1.7, 0.0], [-1.2, 0.0, 0.3], [-0.9, -1.7, -0.6], [1.5, -0.7, 0.4], [0.6, -0.8, 0.1]]
}

=====

Record 2
{
  "formula": "C11H21BrClF8O4PSi2",
  "method": "wB97M-V/def2-TZVPD",
  "charge": 0,
  "e_tot_ha": -5486.3445,
  "elements": ["Br", "Cl", "P", "Si", "Si", "F", "F", "F", "F", "F", "F", "F", "F", "O", "O", "O", "O", "C", "C", "C", "C", "C", "C", "C", "C", "C", "C", "C", "H", "H", "H", "H", "H", "H", "H", "H", "H", "H", "H", "H", "H", "H", "H", "H", "H", "H", "H", "H", "H"],
  "coordinates": [[-4.721, 4.705, -0.594], [-5.801, -2.550, 1.720], [-6.307, 3.118, -0.845], [-6.026, 1.513, 0.717], [-4.933, -1.152, 0.376], [2.480, -0.890, -1.486], [6.523, -4.324, 0.525], [2.939, -1.187, 0.615], [6.645, -2.292, -0.151], [7.139, -2.491, 2.545], [5.438, 0.164, 0.123], [3.646, 1.280, -0.317], [5.185, -1.585, 2.291], [-6.003, 2.310, -2.309], [4.639, -3.289, 0.069], [-3.539, -0.555, 1.142], [-6.044, 0.025, -0.147], [-0.950, 1.457, 0.653], [-2.347, -0.708, 0.340], [-1.341, 2.987, 0.667], [-1.981, 0.703, -0.267], [5.885, -2.714, 2.093], [0.545, 1.190, 0.297], [-1.511, 0.512, -1.751], [3.505, -1.070, -0.605], [4.158, -2.426, -0.978], [4.373, 0.194, -0.688], [5.922, -3.123, 0.614], [-2.492, -1.423, -0.502], [-4.562, -1.929, -0.821], [0.808, 1.362, -0.767], [-2.333, -0.048, -2.273], [-4.838, 1.744, 1.540], [4.898, -2.317, -1.773], [3.352, -3.011, -1.424], [-5.326, 2.762, -2.826], [0.789, 0.136, 0.574], [-2.183, 3.129, 1.387], [-7.207, 1.565, 1.595], [5.429, -3.503, 2.694], [-2.921, 1.301, -0.289], [-0.605, -0.125, -1.836], [1.230, 1.827, 0.908], [-1.397, 1.469, -2.311], [-1.485, -1.059, 0.950], [-1.132, 1.091, 1.697], [-1.783, 3.210, -0.337], [-0.482, 3.658, 0.878], [4.721, 0.361, -1.711]],
  "forces_ev_per_angstrom": [[0.1, -0.7, 0.0], [0.3, 1.1, -0.7], [-1.2, 0.5, -1.5], [0.1, -1.0, -0.6], [-0.1, 0.0, 0.3], [0.2, 0.1, -0.3], [0.0, -0.1, 0.4], [0.2, 0.2, 0.1], [0.2, 0.4, 0.2], [0.1, -0.1, -0.2], [0.2, -0.5, 0.3], [-0.2, -0.3, -0.1], [-0.1, 0.2, -0.3], [0.4, 0.5, 1.3], [0.3, 1.0, 0.5], [-1.1, -1.2, -1.1], [1.7, 0.1, 2.1], [-0.3, 0.7, 0.3], [0.7, 1.2, -0.8], [-0.4, -0.8, -0.6], [0.6, -0.6, -0.2], [0.0, -0.1, 0.6], [-0.1, -0.2, 0.6], [-0.9, -0.3, 0.0], [0.0, -0.7, 0.7], [0.1, -0.6, -0.3], [-0.1, 0.7, -0.3], [-0.9, -0.3, -1.4], [0.0, 0.3, 0.7], [-0.1, 0.2, 0.2], [-0.3, -0.1, 0.6], [0.6, 0.5, 0.3], [0.2, -0.1, 0.1], [0.1, 0.2, 0.2], [-0.1, 0.1, 0.2], [0.0, 0.0, -0.1], [-0.1, 0.7, -0.4], [0.8, 0.1, -0.4], [-0.1, 0.1, -0.1], [0.0, -0.1, -0.2], [0.5, -0.4, 0.1], [-0.4, 0.6, 0.1], [-0.6, -0.4, -0.4], [0.2, -0.6, 0.5], [-0.8, 0.1, -0.1], [0.3, 0.2, -0.8], [0.6, 0.2, 0.7], [-0.6, -0.4, 0.0], [-0.1, -0.2, -0.1]]
}

=====

Record 3
{
  "formula": "C11H21CeN2O8P2",
  "method": "wB97M-V/def2-TZVPD",
  "charge": 3,
  "e_above_lowest_kj_mol": 0.0,
  "elements": ["Ce", "P", "P", "O", "O", "O", "O", "O", "O", "O", "O", "N", "N", "C", "C", "C", "C", "C", "C", "C", "C", "C", "C", "C", "H", "H", "H", "H", "H", "H", "H", "H", "H", "H", "H", "H", "H", "H", "H", "H", "H", "H", "H", "H", "H"],
  "coordinates": [[-0.838, -0.314, -0.598], [2.748, -0.737, -1.515], [1.423, -2.014, 1.041], [3.242, -3.077, -0.607], [0.562, -0.739, 1.115], [-0.161, 1.954, -0.033], [1.842, -2.734, 2.269], [0.487, -2.808, -0.015], [3.549, -1.327, -2.717], [1.240, -0.505, -1.859], [3.639, 0.597, -1.373], [-4.244, 0.988, 0.007], [-2.594, -2.483, -1.477], [-1.323, 3.469, 1.244], [-0.091, 3.047, 2.069], [-3.658, -0.084, -0.549], [-2.759, -2.322, -0.104], [0.714, 2.217, 1.067], [-2.908, -1.487, -2.331], [4.163, -1.343, 0.921], [2.948, -1.755, 0.069], [-0.898, 3.257, -0.170], [-3.549, -0.307, -1.930], [-3.158, -1.081, 0.342], [5.005, -1.015, 0.251], [-1.690, 4.489, 1.440], [3.521, 1.192, -0.604], [1.624, 2.669, 0.676], [4.561, -2.177, 1.491], [-2.684, -3.193, 0.568], [0.930, 1.279, 1.581], [3.165, -2.168, -3.050], [0.538, 3.928, 2.308], [3.903, -0.525, 1.609], [-1.665, 3.203, -0.958], [-4.882, 1.455, -0.593], [-2.146, 2.831, 1.509], [-0.142, 4.023, -0.495], [-3.093, -1.022, 1.417], [-2.591, -1.781, -3.365], [-4.537, 0.979, 1.027], [-3.860, 0.461, -2.693], [3.429, -3.742, 0.097], [0.630, -3.759, -0.015], [-0.390, 2.463, 2.932]],
  "forces_ev_per_angstrom": [[5.2, -0.2, 0.3], [1.3, 1.4, 0.4], [2.6, -2.9, 1.9], [-0.8, 1.0, 1.4], [-2.6, 1.9, -1.8], [-1.3, -1.1, -1.5], [-1.2, 1.0, -1.7], [-0.9, 0.8, 0.0], [-1.2, -0.6, 0.4], [-1.1, 0.1, 1.6], [-1.5, -0.7, 0.4], [0.0, -0.5, 1.4], [0.8, -0.2, 2.0], [-0.3, 0.9, 0.6], [0.5, 1.4, -0.9], [-1.3, -0.2, 1.6], [-0.9, -0.3, -2.9], [0.7, -0.9, 1.9], [0.3, -1.0, -0.3], [0.4, 0.9, -1.0], [1.1, -1.3, -1.8], [0.5, 0.7, -0.7], [0.7, 1.0, -1.4], [0.6, -0.7, 0.8], [-0.8, -0.2, 0.6], [0.4, -0.3, -0.1], [0.1, -0.5, -0.5], [-0.1, 0.2, 0.0], [-0.4, -0.2, 0.2], [0.5, 0.4, -0.5], [0.4, 0.1, -0.6], [0.5, 0.3, 0.0], [-0.6, -0.5, 0.4], [0.2, -0.2, -0.1], [0.2, -0.3, 0.4], [-0.6, 1.0, -0.4], [-0.6, -0.5, -0.1], [-0.6, -0.8, 0.2], [-0.7, 0.8, 0.4], [-0.7, 0.9, 0.7], [0.6, -0.1, -1.7], [0.2, -0.9, 0.9], [0.1, 0.5, -0.4], [0.0, -0.5, -0.3], [0.3, 0.2, 0.2]]
}

=====

Record 4
{
  "formula": "C11H21Cl4IN4O3P",
  "method": "wB97M-V/def2-TZVPD",
  "charge": 1,
  "e_above_lowest_kj_mol": 0.0,
  "elements": ["I", "Cl", "Cl", "Cl", "Cl", "P", "O", "O", "O", "N", "N", "N", "N", "C", "C", "C", "C", "C", "C", "C", "C", "C", "C", "C", "H", "H", "H", "H", "H", "H", "H", "H", "H", "H", "H", "H", "H", "H", "H", "H", "H", "H", "H", "H", "H"],
  "coordinates": [[0.600, 0.389, 6.099], [-8.350, 1.766, -2.159], [-4.175, -2.670, -2.473], [-2.625, 0.308, -2.943], [-7.589, 0.374, -5.170], [0.617, -0.791, 4.000], [1.179, -0.222, -0.032], [-0.927, -0.459, 0.746], [1.350, -2.205, 4.323], [2.454, -0.100, 1.943], [3.488, 0.727, 1.730], [2.881, 1.031, 3.731], [3.732, 1.400, 2.795], [-7.164, -0.261, -3.560], [1.874, -0.971, 0.902], [-8.228, 0.026, -2.532], [6.457, 1.151, 1.697], [-0.062, 0.284, 0.416], [-1.868, -1.226, -2.434], [4.203, 0.872, 0.445], [5.527, 1.618, 0.571], [-2.517, -2.426, -3.075], [2.083, 0.101, 3.218], [-0.166, 1.777, 0.452], [-1.950, -3.324, -2.835], [4.355, -0.127, 0.037], [-7.979, -0.482, -1.602], [5.345, 2.691, 0.611], [6.020, 1.435, -0.386], [-0.164, 2.090, 1.499], [2.287, -2.196, 4.556], [0.653, 2.272, -0.066], [2.686, -1.472, 0.381], [-2.567, -2.316, -4.155], [7.495, 1.208, 1.378], [3.515, 1.400, -0.217], [6.348, 1.764, 2.588], [-6.211, 0.177, -3.273], [6.252, 0.119, 1.993], [-1.923, -1.277, -1.350], [-9.205, -0.308, -2.870], [1.247, -1.701, 1.420], [-7.040, -1.338, -3.663], [-1.113, 2.071, 0.001], [-0.823, -1.177, -2.739]],
  "forces_ev_per_angstrom": [[0.0, 0.0, 0.0], [0.0, 0.0, 0.0], [0.0, 0.0, 0.0], [0.0, 0.0, 0.1], [0.0, 0.0, 0.0], [-0.1, -0.1, 0.2], [0.4, 0.6, 0.2], [0.3, -0.2, 0.1], [0.1, 0.0, -0.4], [0.1, -0.1, 0.0], [0.0, -0.1, -0.1], [0.1, 0.1, 0.1], [0.0, 0.1, 0.1], [0.1, 0.0, 0.0], [-0.3, -0.4, -0.3], [0.0, 0.0, 0.0], [-0.1, 0.0, 0.1], [-0.7, 0.1, 0.1], [0.1, 0.0, 0.0], [0.0, 0.2, -0.3], [0.1, -0.1, -0.1], [0.0, 0.0, -0.1], [-0.1, 0.0, 0.0], [0.3, 0.0, -0.4], [0.0, 0.0, 0.0], [0.0, -0.1, 0.2], [0.0, 0.0, 0.0], [0.0, 0.0, 0.1], [-0.1, 0.1, 0.0], [-0.1, 0.0, 0.0], [-0.1, 0.0, 0.3], [0.0, -0.1, 0.0], [0.0, -0.1, 0.1], [0.0, 0.0, 0.0], [0.0, 0.0, 0.0], [0.0, -0.1, 0.0], [0.0, 0.0, 0.0], [0.0, 0.0, 0.0], [0.1, 0.0, -0.1], [-0.1, 0.0, 0.0], [0.0, 0.0, 0.0], [0.0, 0.1, 0.0], [0.0, 0.0, 0.0], [0.0, 0.0, 0.1], [0.0, 0.0, 0.0]]
}

=====

Record 5
{
  "formula": "C11H21ClIN2O4P",
  "method": "wB97M-V/def2-TZVPD",
  "smiles": "NC[C@H]1C(=O)N[C@H](P(=O)(O)O)[C@@]1(CCCCl)CCCI",
  "charge": 0,
  "e_tot_ha": -1941.5784,
  "elements": ["I", "Cl", "P", "O", "O", "O", "O", "N", "N", "C", "C", "C", "C", "C", "C", "C", "C", "C", "C", "C", "H", "H", "H", "H", "H", "H", "H", "H", "H", "H", "H", "H", "H", "H", "H", "H", "H", "H", "H", "H", "H"],
  "coordinates": [[1.585, 3.984, -2.545], [-3.239, -0.687, 2.499], [2.609, 0.686, 1.218], [2.038, 1.543, 2.255], [-0.263, -3.296, 1.875], [3.882, -0.151, 1.733], [3.124, 1.509, -0.052], [1.123, -1.470, 1.756], [-1.424, -2.406, -2.066], [0.113, -0.238, 0.014], [0.290, 0.276, -1.446], [0.076, -2.269, 1.352], [-3.035, 0.959, 1.837], [1.497, -0.616, 0.613], [-0.557, -1.648, 0.110], [-0.271, 1.634, -1.874], [-0.654, 0.688, 0.990], [-0.361, -2.604, -1.071], [-2.126, 0.964, 0.622], [0.369, 2.861, -1.209], [-0.639, 0.193, 1.964], [1.003, 2.607, -0.365], [-4.032, 1.324, 1.591], [0.599, -2.422, -1.564], [3.452, 0.987, -0.796], [-0.380, 3.564, -0.846], [2.026, -1.246, -0.122], [-0.099, 1.698, -2.952], [-1.627, -1.607, 0.320], [-0.344, -3.626, -0.679], [-1.144, -2.762, -2.970], [-2.217, 1.956, 0.170], [-0.145, -0.457, -2.125], [-0.136, 1.631, 1.154], [-2.495, 0.255, -0.123], [1.362, 0.300, -1.685], [-2.255, -2.912, -1.785], [-1.354, 1.667, -1.762], [1.852, -1.916, 2.295], [-2.630, 1.584, 2.635], [4.427, -0.535, 1.033]],
  "forces_ev_per_angstrom": [[0.2, 0.0, 0.0], [0.0, -0.1, 0.1], [-0.2, 0.2, 0.4], [0.3, -0.1, -0.3], [-0.1, -0.5, 0.3], [0.0, 0.0, -0.1], [0.1, -0.2, -0.1], [0.4, -0.1, -0.6], [0.1, 0.1, 0.0], [-0.2, 0.0, -0.2], [0.1, 0.0, 0.0], [0.0, 0.3, -0.1], [-0.1, 0.3, -0.1], [-0.2, -0.2, 0.6], [0.1, 0.0, 0.2], [0.1, 0.1, -0.1], [-0.2, 0.0, -0.1], [-0.2, -0.1, -0.1], [0.2, 0.1, -0.1], [-0.4, -0.1, 0.3], [0.0, 0.0, 0.0], [0.1, 0.0, -0.2], [0.1, -0.1, 0.0], [0.0, 0.0, 0.1], [-0.1, 0.1, 0.0], [0.1, 0.0, -0.1], [0.1, 0.3, -0.2], [-0.1, 0.0, 0.1], [0.0, 0.1, -0.1], [0.1, 0.1, 0.0], [0.0, -0.1, 0.0], [0.0, 0.0, 0.0], [0.0, 0.1, 0.0], [0.0, 0.0, -0.1], [-0.1, 0.0, 0.1], [-0.1, 0.0, 0.0], [0.0, 0.0, 0.0], [0.0, 0.0, 0.1], [-0.1, 0.1, 0.1], [0.0, -0.1, 0.0], [0.0, 0.1, 0.2]]
}

=====

Record 6
{
  "formula": "C11H21CuN4O6P",
  "method": "wB97M-V/def2-TZVPD",
  "s2": 0.7526,
  "charge": 0,
  "multiplicity": 2,
  "e_above_lowest_kj_mol": 140.4,
  "elements": ["Cu", "P", "O", "O", "O", "O", "O", "O", "N", "N", "N", "N", "C", "C", "C", "C", "C", "C", "C", "C", "C", "C", "C", "H", "H", "H", "H", "H", "H", "H", "H", "H", "H", "H", "H", "H", "H", "H", "H", "H", "H", "H", "H", "H"],
  "coordinates": [[-0.139, -0.210, 0.703], [-2.720, 0.942, -0.416], [-1.183, 0.925, -0.728], [-0.426, 0.149, 2.637], [-1.351, -1.838, 0.103], [1.385, -1.520, 1.524], [0.644, -0.207, 4.706], [1.534, -2.677, 3.599], [0.593, -2.830, -0.696], [-1.510, -3.552, -1.426], [2.458, 1.234, 0.805], [1.621, 0.572, -0.094], [0.387, -0.448, 3.520], [-3.102, 0.604, 1.306], [2.283, 0.597, -1.287], [4.648, 2.444, 0.941], [3.518, 1.309, -1.153], [-0.772, -2.722, -0.619], [1.219, -1.766, 2.818], [-3.420, 2.558, -0.783], [1.708, -0.039, -2.500], [3.591, 1.695, 0.204], [-3.661, -0.216, -1.414], [5.022, 1.836, 1.796], [1.812, 0.660, -3.348], [-4.514, 2.557, -0.665], [-2.712, -0.368, 1.644], [4.265, 3.409, 1.328], [4.263, 1.482, -1.932], [1.022, -3.626, -1.166], [-2.520, -3.555, -1.286], [-3.163, 2.873, -1.810], [-4.716, 0.082, -1.512], [-4.206, 0.596, 1.422], [-1.083, -4.370, -1.854], [2.224, 1.289, 1.813], [1.098, -2.438, 0.132], [5.476, 2.655, 0.245], [-3.231, -0.296, -2.421], [-2.983, 3.292, -0.078], [-3.580, -1.204, -0.931], [0.646, -0.279, -2.357], [2.254, -0.978, -2.735], [-2.679, 1.379, 1.967]],
  "forces_ev_per_angstrom": [[1.6, -0.4, 0.1], [1.9, 0.2, -0.3], [-2.1, -0.4, 1.3], [0.9, -0.1, 1.7], [1.0, -1.6, -1.3], [-0.5, -1.0, 1.1], [-1.2, 0.2, -2.6], [-0.1, 1.5, -2.9], [-0.9, -0.1, 0.3], [-0.2, 0.1, 0.3], [-0.2, -0.2, -0.8], [2.0, 1.0, -0.6], [0.9, -1.2, -0.3], [-0.5, 0.0, 0.4], [-0.1, 0.8, 2.1], [0.2, 0.0, 0.3], [-0.7, -0.2, 1.1], [0.2, 0.6, 0.4], [-1.2, 1.3, 2.1], [0.2, 0.7, 0.0], [0.1, -0.2, -0.4], [-0.9, -0.8, -1.0], [-0.1, -0.7, -0.2], [-0.2, 0.5, -0.6], [-0.1, -0.4, 0.2], [0.4, 0.0, 0.0], [-0.1, 0.4, -0.3], [0.2, -0.5, -0.2], [-0.4, 0.0, 0.4], [-0.4, 0.4, 0.3], [0.7, 0.0, -0.1], [-0.1, -0.2, 0.5], [0.3, -0.1, 0.2], [0.5, 0.0, -0.1], [-0.3, 0.5, 0.3], [0.0, -0.2, -1.2], [-0.1, -0.1, -0.2], [-0.3, -0.1, 0.4], [0.0, 0.1, 0.3], [-0.2, -0.3, -0.4], [-0.1, 0.4, -0.2], [0.3, 0.1, 0.0], [-0.3, 0.6, 0.1], [-0.1, -0.3, -0.3]]
}